Entry 1:
{"formula": "C6H17NO", "method": "ωB97M-V/def2-TZVPD", "symbols": ["O", "C", "H", "H", "C", "H", "H", "H", "H", "H", "H", "C", "H", "H", "H", "H", "N", "C", "H", "H", "C", "H", "H", "H", "C"], "positions_angstrom": [[1.75633, 2.79809, -1.44296], [1.26464, -0.83557, -1.27078], [-1.87261, -0.78273, 0.13236], [-0.62146, -0.52278, -3.21624], [0.59015, -0.84050, 2.40347], [-2.26295, -0.41391, 2.29403], [1.20190, -1.55569, 1.84295], [1.27410, -1.69476, -1.92951], [-0.02863, 0.78109, -1.00602], [0.87230, 3.16869, -1.43485], [1.31464, -0.22387, 2.91611], [-0.16790, -0.30296, -1.04392], [-1.98055, -0.09302, -2.20838], [1.66567, -1.19812, -0.31449], [-0.51849, -1.89447, 0.29900], [0.01176, -1.37725, 3.14264], [-1.55391, 0.31667, 2.34038], [-0.39842, -0.04945, 1.52032], [-1.42365, -1.68975, -2.12390], [1.93518, -0.01866, -1.52067], [-0.78453, -0.83610, 0.24838], [1.94743, 2.38180, -2.28435], [-1.95697, 1.22945, 2.22360], [0.10472, 0.86312, 1.21899], [-1.04522, -0.66005, -2.23175]], "atomic_forces_ev_per_a": [[0.456, 0.024, 0.625], [-0.115, -0.034, 1.492], [0.026, -0.028, 0.096], [0.409, -0.013, -0.151], [0.122, -0.262, -0.465], [0.104, 0.483, 0.088], [-0.259, 0.014, -0.097], [0.211, 0.073, -0.459], [-0.467, 0.053, 0.219], [-0.070, -0.107, -0.426], [-0.083, 0.461, 0.292], [0.852, -0.037, -0.648], [0.070, 0.284, -0.004], [-0.022, 0.003, -0.125], [-0.075, -0.075, 0.276], [-0.030, -0.277, 0.238], [-0.013, -0.640, 0.403], [0.332, -0.364, 0.230], [0.511, 0.010, -0.228], [0.119, -0.191, -0.670], [-0.316, 0.466, -0.360], [-0.389, 0.105, -0.213], [0.015, 0.034, -0.408], [-0.040, 0.271, -0.139], [-1.347, -0.255, 0.434]], "de_lowest_kcal_mol": 14.4, "lumo_ev": 0.725, "orbital_gap_ev": 9.62, "smiles": "CC(C)C[C@H](C)N.O", "energy_ha": -368.77786, "largest_force_ev_per_a": 1.50}

***

Entry 2:
{"formula": "C29H47Cl2N2PSY", "method": "ωB97M-V/def2-TZVPD", "symbols": ["C", "H", "H", "H", "C", "H", "S", "H", "C", "H", "H", "H", "P", "C", "H", "H", "C", "Cl", "H", "H", "H", "H", "H", "H", "H", "C", "H", "H", "Cl", "C", "C", "C", "C", "H", "H", "H", "H", "C", "H", "N", "H", "H", "C", "C", "H", "H", "C", "H", "H", "C", "H", "C", "Y", "C", "C", "H", "C", "C", "H", "H", "H", "C", "H", "H", "C", "C", "H", "C", "C", "H", "H", "C", "H", "N", "H", "H", "H", "C", "C", "H", "H", "H", "C"], "positions_angstrom": [[-0.92750, 5.97155, -4.14495], [5.09338, 1.06572, -3.31796], [-0.07881, -2.29863, 4.25951], [-1.00414, -1.92120, -5.82972], [3.90075, 3.16338, -5.84779], [2.40861, 1.69779, -6.37317], [-2.00465, 1.06953, 1.57791], [2.90510, 0.37597, -4.22521], [-0.86126, -1.84937, 4.88332], [-0.66080, 6.78010, -3.45546], [0.64656, 1.52759, -7.22199], [2.66946, 1.17791, -2.65838], [0.24095, 1.92663, -4.03119], [-2.11824, 3.28795, -4.59800], [-3.02977, -1.80627, 4.90647], [-0.32807, 1.25640, 3.71460], [-0.03254, -1.63243, -6.25457], [-1.32173, -0.88845, -2.14181], [4.20082, 3.30570, -6.89352], [-3.94332, 4.39579, -4.91142], [0.45641, -0.22820, 5.45574], [-2.01525, 0.04714, -7.46204], [-0.78648, -1.89481, -8.26308], [5.01399, -3.58314, 1.24247], [0.60625, -2.52359, -6.24115], [2.14399, -2.16256, -0.99733], [-3.09894, -1.25726, 2.41235], [4.51134, 2.71491, -3.07162], [1.28292, 2.24548, -0.68919], [0.58175, -0.54939, -5.35381], [2.45860, 2.63491, -5.79963], [-0.25622, 0.73565, -5.41384], [-0.17250, 4.69562, -3.74125], [1.30567, -1.82164, -1.62570], [-0.95685, 2.18037, -6.89909], [-1.25838, 0.07649, 5.80356], [1.78585, 3.35542, -6.28741], [-0.96944, 0.19946, -7.76350], [0.75073, -1.03945, -8.17526], [-0.67438, 0.30917, 3.79254], [-0.85244, -2.36706, 5.84508], [-1.28034, 0.47214, -5.08561], [4.20808, -3.17533, 0.62615], [-0.35152, 1.26567, -6.84776], [-2.40980, 2.47338, -5.27705], [1.61002, -0.34033, -5.68830], [4.88710, 2.22501, -5.14120], [-2.33415, -3.06229, 3.86970], [3.93065, 4.14963, -5.36385], [3.22283, -2.82381, -1.56865], [3.10413, -2.38882, 2.30711], [-1.61543, -0.01573, 2.87757], [-0.22550, 0.30399, -0.23336], [1.02689, -1.18429, 1.00795], [-0.59219, 3.49330, -4.60532], [3.26320, -2.96256, -2.65503], [-2.86475, 4.56532, -5.00551], [-0.23052, -1.14224, -7.69291], [-0.58685, 6.27544, -5.14405], [5.09616, -3.86039, -1.23201], [0.62992, -0.91941, -4.32002], [-0.56155, -0.37922, 5.08674], [1.02600, -1.22161, 2.10847], [-0.98152, 0.57012, -8.79603], [2.97942, 1.33984, -3.69968], [2.07316, -1.94312, 0.44078], [-0.35630, 4.46238, -2.68129], [-2.44717, 5.78248, -4.17311], [4.43237, 1.83790, -3.72987], [2.15500, 3.31474, -3.79437], [5.87399, 2.69920, -5.09273], [2.04595, 2.37026, -4.35542], [-2.92322, 6.68407, -4.57345], [-2.31192, -1.15222, 3.04385], [-0.26030, 3.68869, -5.64197], [-2.66283, 4.76940, -6.06614], [5.00310, 1.31234, -5.74084], [-2.20749, -2.03247, 4.21415], [3.14623, -2.51283, 1.22358], [0.90615, 4.88348, -3.83770], [-2.43076, 2.98047, -3.58830], [-2.81292, 5.65725, -3.14571], [4.26001, -3.33294, -0.76971]], "atomic_forces_ev_per_a": [[0.054, -0.165, -0.028], [-0.055, 0.146, -0.039], [-0.126, 0.155, 0.026], [0.125, 0.017, -0.037], [-0.073, -0.030, 0.010], [0.051, 0.182, 0.127], [-0.579, -0.024, 1.131], [0.056, 0.209, 0.135], [0.324, -0.291, -0.026], [-0.044, -0.008, -0.096], [-0.255, -0.083, 0.032], [0.093, -0.055, -0.317], [0.281, -0.166, -0.292], [0.065, 0.241, 0.047], [0.120, -0.014, -0.043], [0.148, -0.290, -0.165], [-0.009, 0.169, 0.121], [-0.505, -0.277, -0.462], [0.046, 0.049, 0.113], [0.060, 0.083, -0.054], [-0.139, -0.064, -0.068], [0.077, 0.005, -0.037], [0.086, 0.043, -0.022], [-0.184, 0.087, -0.127], [-0.132, 0.060, -0.031], [0.364, -0.096, 0.513], [0.430, -0.118, 0.051], [-0.019, -0.104, -0.052], [0.267, 0.756, 0.138], [-0.166, -0.119, -0.106], [0.349, 0.074, -0.028], [-0.054, 0.441, 0.401], [-0.239, 0.009, 0.003], [0.417, -0.178, 0.243], [0.106, -0.186, 0.002], [0.063, -0.093, -0.039], [0.123, -0.162, 0.081], [-0.026, 0.053, 0.068], [-0.046, 0.029, 0.038], [-0.916, 0.030, -0.271], [-0.047, 0.035, -0.055], [0.246, -0.080, -0.105], [-0.373, 0.105, -0.218], [0.039, -0.219, -0.158], [0.125, 0.150, 0.202], [-0.221, -0.041, 0.046], [-0.055, -0.063, -0.017], [0.060, 0.112, 0.035], [-0.008, -0.076, -0.044], [-0.192, 0.133, 0.300], [0.050, 0.003, -0.191], [0.235, -0.149, 0.439], [1.544, -1.249, 0.249], [-1.149, 0.615, -0.178], [0.226, -0.121, -0.346], [-0.038, 0.031, 0.327], [0.097, -0.055, 0.021], [0.053, 0.034, 0.039], [-0.034, -0.004, 0.052], [-0.179, 0.132, 0.114], [0.050, 0.124, -0.205], [0.093, 0.305, -0.385], [0.171, 0.110, 0.076], [-0.058, -0.099, 0.063], [0.134, 0.122, 0.086], [0.151, -0.138, -0.380], [0.021, 0.032, -0.153], [0.047, -0.131, 0.067], [-0.159, -0.006, 0.001], [0.071, -0.266, -0.025], [-0.039, -0.072, -0.057], [-0.532, -0.157, 0.159], [-0.007, -0.039, 0.073], [-0.050, 0.634, 0.081], [-0.229, 0.112, 0.224], [-0.009, -0.010, 0.071], [-0.035, 0.052, 0.020], [-0.228, 0.094, -0.314], [-0.049, -0.079, -0.605], [-0.278, -0.085, 0.040], [0.064, 0.048, -0.124], [0.037, -0.018, -0.059], [0.312, -0.141, -0.109]], "lumo_ev": 1.966, "orbital_gap_ev": 3.54, "total_charge": -1, "energy_ha": -2941.18027, "largest_force_ev_per_a": 2.00}

***

Entry 3:
{"formula": "C3H7IN", "method": "ωB97M-V/def2-TZVPD", "symbols": ["C", "N", "H", "H", "H", "C", "H", "H", "H", "I", "H", "C"], "positions_angstrom": [[-1.28175, -0.87801, -0.00134], [0.29808, 1.10680, -0.11254], [-1.30835, -2.01681, 0.08079], [-0.45662, 1.71823, 0.29763], [-1.77003, -0.33570, 0.82529], [0.08768, -0.32743, -0.33824], [0.91257, 0.21926, 1.80781], [-1.85315, -0.56357, -1.01849], [0.57503, -0.66513, -1.35166], [3.09971, -0.09700, 0.01461], [0.64160, 1.72933, -0.88887], [1.05522, 0.11003, 0.68500]], "atomic_forces_ev_per_a": [[-1.180, 0.160, -3.281], [-1.527, 2.874, -0.743], [0.101, 1.751, 0.053], [0.616, -1.458, 0.042], [0.357, -0.529, -0.175], [0.410, -1.307, -0.208], [-0.263, -0.533, -1.659], [0.614, -1.083, 2.437], [-1.004, 0.546, 1.850], [4.177, -0.508, -1.255], [0.713, -1.222, 0.705], [-3.014, 1.310, 2.235]], "de_lowest_kcal_mol": 25.6, "lumo_ev": [-3.217, -7.846], "orbital_gap_ev": [7.17, 6.81], "total_charge": 1, "spin_multiplicity": 3, "energy_ha": -470.49463, "largest_force_ev_per_a": 4.39}